Entry 1:
72
Properties=species:S:1:pos:R:3:lowdin_charge:R:1 method="wB97M-V/def2-TZVPD" homo_lumo_gap_ev=7.8 lumo_energy_ev=2.26 de_lowest_kcal_mol=0.0 charge=-1
N -0.20 -1.37 0.47 -0.5744
O -0.71 -0.21 0.47 -0.1121
O -0.41 -2.11 1.46 -0.0454
O 0.51 -1.79 -0.47 -0.0410
C 0.32 4.11 1.21 -0.1581
C -0.49 3.03 0.41 -0.1831
O -0.14 3.23 -0.95 -0.1857
S 0.33 4.75 -1.18 0.6020
O -0.79 5.63 -1.22 -0.2216
O 1.26 4.77 -2.25 -0.2242
O 1.07 4.80 0.22 -0.2039
H 1.03 3.58 1.85 0.1198
H -0.32 4.75 1.81 0.1080
H -1.55 3.15 0.65 0.1121
H -0.23 2.01 0.69 0.0820
O -1.05 -5.91 -3.25 -0.2973
S -0.03 -4.94 -2.95 0.5814
O 0.59 -4.94 -1.67 -0.2580
O 1.10 -5.15 -4.08 -0.2848
C 2.31 -4.38 -3.99 -0.2698
C 2.84 -4.25 -5.41 -0.0646
C -0.65 -3.33 -3.41 -0.1130
H 3.01 -4.92 -3.35 0.1200
H 2.11 -3.43 -3.50 0.1149
H 3.92 -4.10 -5.40 0.0739
H 2.27 -3.44 -5.85 0.0758
H 2.73 -5.20 -5.93 0.0769
H -1.69 -3.27 -3.09 0.0449
H -0.67 -3.28 -4.50 0.0755
H -0.05 -2.60 -2.88 0.0571
O 2.32 -0.68 3.46 -0.2697
S 3.03 -0.41 2.24 0.5640
O 3.33 -1.48 1.33 -0.2688
O 2.35 0.79 1.47 -0.2661
C 2.47 0.98 0.04 -0.2316
C 3.25 2.25 -0.19 -0.0449
C 4.61 0.29 2.70 -0.1230
H 1.44 0.94 -0.33 0.1007
H 2.88 0.09 -0.44 0.1186
H 3.28 2.53 -1.25 0.0877
H 4.27 2.10 0.17 0.0670
H 2.87 3.11 0.36 0.0645
H 5.11 0.69 1.83 0.0527
H 5.20 -0.45 3.23 0.0664
H 4.42 1.11 3.40 0.0659
O -2.85 -1.39 -2.37 -0.2929
S -3.87 -0.50 -1.88 0.6077
O -4.82 0.07 -2.80 -0.2858
O -4.58 -1.26 -0.68 -0.2606
C -4.13 -2.53 -0.22 -0.2551
C -5.25 -3.25 0.50 -0.0774
C -3.11 0.82 -0.94 -0.1161
H -3.34 -2.38 0.53 0.1271
H -3.73 -3.13 -1.04 0.1140
H -6.17 -3.23 -0.11 0.0790
H -5.52 -2.78 1.45 0.0759
H -5.04 -4.27 0.79 0.0784
H -2.85 0.34 0.00 0.0463
H -3.85 1.61 -0.88 0.0698
H -2.25 1.20 -1.48 0.0697
C -1.51 3.66 3.58 -0.1260
C -0.53 4.11 4.48 -0.1037
C 0.52 3.26 4.77 -0.0937
C 0.55 1.97 4.23 -0.0802
C -0.38 1.56 3.29 -0.0615
C -1.43 2.42 2.97 -0.1237
H -2.41 4.28 3.58 0.1081
H -0.65 5.13 4.81 0.0974
H 1.32 3.48 5.47 0.0968
H 1.26 1.29 4.69 0.0938
H -0.40 0.55 2.88 0.1038
H -2.27 1.97 2.46 0.1180


Entry 2:
17
Properties=species:S:1:pos:R:3:lowdin_spin:R:1 method="wB97M-V/def2-TZVPD" homo_lumo_gap_ev="7.6 / 6.3" lumo_energy_ev="-3.20 / -7.93" spin_multiplicity=3 de_lowest_kcal_mol=46.3 s2=2.01 charge=+1
C 0.18 -0.04 -2.07 0.0340
C -0.05 -1.07 -1.00 0.1038
C 0.52 -0.09 1.16 0.5821
N -1.25 1.30 1.74 0.1090
N -0.17 -0.78 0.33 0.5710
S 1.04 -0.83 2.60 0.4784
H -0.66 0.58 -2.14 0.0044
H 1.00 0.75 -1.67 -0.0006
H 0.52 -0.35 -3.13 -0.0007
H 0.82 -1.63 -1.14 0.0505
H -0.85 -1.63 -1.31 0.0026
H 1.20 0.69 0.62 0.0088
H -1.03 2.36 1.70 0.0013
H -1.53 1.52 2.67 0.0074
H -0.81 -1.39 0.80 0.0114
H -2.43 1.30 1.31 0.0117
H 2.21 -0.23 2.42 0.0248


Entry 3:
97
Properties=species:S:1:pos:R:3:lowdin_charge:R:1 method="wB97M-V/def2-TZVPD" homo_lumo_gap_ev=7.4 lumo_energy_ev=-1.82 smiles="O=C1C=C(O)C(=O)C=C1O.O=C1C=C(O)C(=O)C=C1O.O=C1C=C(O)C(=O)C=C1O.C[N+](=O)[O-].C[N+](=O)[O-].C[N+](=O)[O-].COC[C@H](C)N.COC[C@H](C)N"
O -0.83 -1.33 -0.02 0.1072
C -0.08 -1.09 0.90 -0.2882
C -0.03 -1.92 2.09 0.0859
C 0.80 -1.61 3.09 -0.2232
O 0.94 -2.39 4.16 0.1024
C 1.80 -0.48 3.03 -0.3127
O 2.73 -0.46 3.80 0.1070
C 1.57 0.47 1.95 0.0711
C 0.71 0.20 0.96 -0.2205
O 0.54 1.05 -0.05 0.0927
H -0.57 -2.85 2.11 0.1155
H 1.74 -2.16 4.66 0.0942
H 2.08 1.42 1.92 0.1332
H -0.05 0.65 -0.74 0.0843
O 5.74 7.90 -1.91 0.1390
C 5.76 6.89 -1.26 -0.3236
C 5.10 5.66 -1.68 0.0685
C 5.04 4.58 -0.92 -0.2538
O 4.43 3.46 -1.28 0.1061
C 5.72 4.54 0.41 -0.3276
O 5.70 3.53 1.06 0.1304
C 6.44 5.73 0.82 0.0756
C 6.46 6.83 0.06 -0.2382
O 7.08 7.95 0.44 0.1164
H 4.64 5.65 -2.66 0.1246
H 4.48 2.88 -0.49 0.1277
H 7.08 5.67 1.69 0.1395
H 6.93 8.60 -0.27 0.1250
O -0.32 0.23 -2.57 0.0872
C -0.47 -0.25 -3.66 -0.2927
C -0.65 -1.69 -3.80 0.0639
C -0.86 -2.27 -4.98 -0.2614
O -0.99 -3.56 -5.12 0.1358
C -0.97 -1.47 -6.25 -0.3252
O -1.35 -2.03 -7.24 0.1211
C -0.75 -0.04 -6.13 0.0708
C -0.42 0.53 -4.96 -0.2148
O 0.03 1.78 -4.99 0.0884
H -0.63 -2.28 -2.88 0.1348
H -1.19 -3.76 -6.05 0.1296
H -0.61 0.50 -7.06 0.1368
H 0.35 2.15 -4.13 0.0776
C 3.94 -0.43 6.86 0.0560
N 2.53 -0.74 7.26 -0.4389
O 2.15 -1.89 7.07 0.0302
O 1.83 0.15 7.63 0.0945
H 3.91 -0.45 5.78 0.0755
H 4.59 -1.18 7.29 0.0983
H 4.18 0.55 7.26 0.0970
C -3.48 -1.21 -1.72 0.0511
N -4.36 -0.64 -0.63 -0.4415
O -5.49 -0.31 -0.92 0.0637
O -3.89 -0.57 0.49 0.0505
H -2.73 -0.42 -1.82 0.0871
H -4.15 -1.22 -2.57 0.0987
H -3.08 -2.16 -1.42 0.0771
C 1.38 -5.02 6.48 0.0390
N 0.50 -5.94 5.68 -0.4640
O 0.99 -6.49 4.73 0.0655
O -0.62 -6.13 6.10 0.0651
H 0.75 -4.21 6.84 0.0869
H 2.22 -4.70 5.88 0.0869
H 1.65 -5.64 7.33 0.1045
C -2.79 -3.89 0.94 -0.1168
O -3.65 -4.84 0.34 -0.2011
C -5.00 -4.39 0.35 -0.2058
C -5.83 -5.46 -0.37 -0.4560
C -7.29 -5.09 -0.16 -0.0743
N -5.56 -6.80 0.10 0.0491
H -1.75 -4.18 0.84 0.0832
H -3.00 -3.92 2.02 0.1025
H -2.89 -2.89 0.52 0.0433
H -5.33 -4.18 1.37 0.1334
H -5.00 -3.48 -0.26 0.1149
H -5.60 -5.28 -1.42 0.1385
H -7.58 -4.15 -0.62 0.0780
H -7.51 -5.08 0.92 0.0775
H -7.96 -5.85 -0.57 0.0765
H -5.72 -6.80 1.11 0.0812
H -4.54 -6.89 0.06 0.0710
C -2.11 4.19 -1.12 -0.0885
O -1.40 3.42 -2.08 -0.1838
C -0.63 4.23 -2.92 -0.2490
C 0.80 4.31 -2.53 -0.4023
C 1.46 5.50 -3.21 -0.0480
N 1.62 3.12 -2.91 0.0605
H -3.04 4.57 -1.53 0.0935
H -1.45 4.97 -0.73 0.0901
H -2.28 3.54 -0.27 0.0876
H -0.79 3.98 -3.97 0.1300
H -1.10 5.23 -2.88 0.1256
H 0.94 4.45 -1.45 0.1460
H 1.37 5.39 -4.30 0.0936
H 2.52 5.52 -2.98 0.0461
H 1.03 6.47 -2.96 0.0865
H 1.50 2.39 -2.22 0.0679
H 2.60 3.34 -2.76 0.0551


Entry 4:
20
Properties=species:S:1:pos:R:3:nbo_charge:R:1 method="wB97M-V/def2-TZVPD" homo_lumo_gap_ev=7.7 lumo_energy_ev=-1.67 smiles="CC[C@@H](C)N[S@](=N)(=O)I" de_lowest_kcal_mol=0.0
C 0.46 -2.36 -0.22 -0.5963
C 1.35 -1.16 -0.28 -0.3790
C 0.52 0.06 0.39 -0.0597
C 1.29 1.21 1.03 -0.6100
N -0.34 0.63 -0.61 -0.8317
S -1.81 1.29 -0.23 2.0210
N -2.19 2.26 -1.34 -1.0549
O -1.79 1.66 1.15 -0.8920
I -3.50 -0.99 -0.13 -0.3170
H 0.98 -3.03 -0.87 0.2053
H 0.36 -2.75 0.73 0.2054
H -0.46 -2.04 -0.58 0.2134
H 2.22 -1.28 0.31 0.2050
H 1.63 -1.09 -1.30 0.2022
H -0.17 -0.32 1.20 0.2262
H 1.87 1.98 0.26 0.1979
H 0.69 1.88 1.61 0.2338
H 2.07 0.78 1.60 0.2081
H -0.08 0.62 -1.55 0.4229
H -3.09 2.67 -1.21 0.3996